The following is a DFT calculation (wB97M-V/def2-TZVPD) of C16H20CrN5O11P2 as an isolated structure.

Each line ends with the natural charge from an NBO analysis.
CARTESIAN COORDINATES (ANGSTROEM)
Cr: -0.2085 0.3592 -1.4283  1.2966
O: 0.7247 2.8053 2.1963  -0.6662
C: -0.5541 3.1592 2.4103  0.3763
C: -0.7781 4.0343 3.4764  -0.2800
C: -2.0575 4.4272 3.8033  -0.1604
C: -3.1573 3.9521 3.0884  -0.2860
C: -2.9458 3.0849 2.0401  -0.0769
C: -1.6537 2.6870 1.6732  -0.2566
C: -1.4754 1.7661 0.5459  0.6366
O: -0.3071 1.7181 -0.0165  -0.7010
N: -2.4994 0.9998 0.1908  -0.4169
N: -2.0595 0.1614 -0.7948  -0.2274
C: -2.7349 -0.8274 -1.2284  0.0921
C: -2.0444 -1.6685 -2.2251  0.1778
C: -2.5512 -2.8679 -2.6832  -0.2064
C: -1.7969 -3.6106 -3.5767  -0.1304
C: -0.5713 -3.1285 -4.0010  -0.2437
C: -0.1266 -1.9174 -3.4996  0.0988
N: -0.8404 -1.2107 -2.6292  -0.4295
H: 0.7893 2.1830 1.4466  0.5255
H: 0.0809 4.3857 4.0320  0.2253
H: -2.2063 5.1119 4.6293  0.2130
H: -4.1597 4.2604 3.3516  0.2149
H: -3.7757 2.6984 1.4646  0.2233
H: -3.7289 -1.0481 -0.8543  0.2169
H: -3.5112 -3.2152 -2.3274  0.2341
H: -2.1646 -4.5623 -3.9368  0.2293
H: 0.0373 -3.6755 -4.7061  0.2336
H: 0.8170 -1.4833 -3.8068  0.2173
N: 1.7717 0.8412 -1.9815  -0.6335
N: 1.6821 1.2915 -3.3193  -0.5251
C: 0.4351 1.8840 -3.6796  0.8734
O: 0.3838 2.5591 -4.6771  -0.6318
O: -0.5459 1.5761 -2.8779  -0.7108
H: 2.0873 1.5574 -1.3245  0.4073
H: 2.4029 0.0489 -1.9003  0.4098
H: 2.4830 1.8018 -3.6660  0.3884
C: 2.3262 -3.3131 1.6552  -0.6368
C: 1.8537 -1.8749 1.8093  -0.4819
O: 1.8943 -1.5329 3.1927  -0.7264
P: 3.0186 -0.7091 0.9870  2.3611
O: 3.4695 -1.3140 -0.4271  -1.0026
O: 4.3759 -0.9359 1.8129  -0.9974
O: 2.5525 0.6797 0.8886  -1.1134
P: 0.1608 -1.6677 1.0866  2.3747
O: -0.3854 -0.4868 2.0443  -1.0181
O: -0.7258 -2.8465 1.1164  -1.1062
O: 0.5157 -1.0533 -0.2697  -1.1171
H: 3.3632 -3.4170 1.9781  0.2194
H: 2.2246 -3.6458 0.6213  0.2230
H: 1.6987 -3.9551 2.2719  0.2497
H: 1.3128 -0.7694 3.3180  0.5008
H: 4.0472 -2.0813 -0.3439  0.5172
H: 4.3310 -0.5298 2.6869  0.5223
H: -1.2740 -0.6854 2.3632  0.5239

As for the frontier orbital gap (alpha / beta): 7.3641 / 7.1493 eV. As for the spin multiplicity: 4. Its expectation value of S² is 3.7731. The value obtained for the energy relative to the best compared isomer or geometry (same formula, charge and spin) is 3.5 kJ/mol. The value obtained for the HOMO energy (alpha / beta) is -8.340 / -8.325 eV.